1.
ORCA calculation (ωB97M-V/def2-TZVPD) on C16H25N3O6S in the gas phase.

```
51
Properties=species:S:1:pos:R:3:forces:R:3:lowdin_charge:R:1
C 5.409 1.297 0.409 -0.43 0.09 -0.17 -0.059
C 4.376 1.446 -0.692 0.47 -0.14 -0.32 -0.218
O 3.097 1.636 -0.083 -0.19 0.06 0.29 -0.032
C 2.040 1.612 -0.910 0.21 -0.09 -0.44 -0.456
O 2.138 1.440 -2.103 -0.06 0.07 0.19 0.114
C 0.761 1.809 -0.234 -0.55 0.04 -0.56 -0.124
C -0.459 1.959 -0.879 0.52 -0.01 0.03 0.020
C -1.428 2.110 0.116 -0.58 0.14 0.22 -0.275
S -3.181 2.355 -0.047 0.11 0.00 -0.28 0.638
O -3.733 2.286 1.273 0.22 -0.23 0.05 -0.283
O -3.418 3.526 -0.837 0.15 -0.09 -0.23 -0.288
N -3.782 1.113 -0.965 0.19 0.79 0.26 -0.091
C -3.576 -0.302 -0.729 0.32 -0.40 0.25 -0.346
C -2.492 -0.885 -1.648 -0.27 -0.18 0.13 -0.108
C -2.291 -2.370 -1.338 0.15 0.16 -0.39 -0.131
N -1.937 -2.529 0.055 -0.06 -0.14 -0.10 -0.038
C -0.649 -2.588 0.475 0.00 -0.28 -0.11 -0.537
O -0.297 -2.432 1.622 0.24 0.13 0.34 0.093
O 0.194 -2.911 -0.533 -0.30 0.11 -0.11 -0.007
C 1.564 -3.070 -0.179 0.46 0.06 0.29 -0.209
C 2.292 -1.733 -0.160 -0.33 -0.26 -0.05 -0.051
C -2.953 -2.046 0.967 0.08 0.27 0.29 -0.120
C -3.215 -0.558 0.733 -0.23 -0.44 -0.02 -0.124
C -0.775 2.054 1.330 -0.41 0.07 0.06 -0.044
N 0.541 1.875 1.119 -0.28 0.06 -0.17 -0.066
C 1.518 1.765 2.167 0.52 -0.06 0.54 0.001
H 5.430 2.188 1.029 0.07 0.08 0.09 0.078
H 5.170 0.442 1.036 0.03 -0.10 0.08 0.074
H 6.391 1.150 -0.032 0.11 -0.02 -0.03 0.079
H 4.594 2.310 -1.329 -0.06 -0.15 0.05 0.132
H 4.336 0.556 -1.329 0.00 0.16 0.06 0.122
H -0.603 1.974 -1.940 0.05 -0.03 -0.25 0.130
H -3.801 1.380 -1.935 -0.03 0.19 -0.17 0.111
H -4.528 -0.812 -0.952 0.14 0.06 0.06 0.153
H -2.781 -0.761 -2.693 0.01 0.04 -0.09 0.121
H -1.550 -0.356 -1.485 0.02 0.01 -0.02 0.109
H -1.504 -2.794 -1.959 -0.20 0.00 0.02 0.125
H -3.221 -2.920 -1.515 0.05 -0.03 -0.04 0.130
H 1.979 -3.731 -0.943 -0.06 0.05 0.10 0.125
H 1.627 -3.548 0.803 0.01 0.00 -0.21 0.123
H 2.183 -1.232 -1.119 0.05 0.07 -0.10 0.079
H 1.871 -1.103 0.619 0.00 0.08 0.08 0.063
H 3.347 -1.894 0.044 0.15 0.02 0.02 0.082
H -2.599 -2.214 1.984 -0.14 -0.02 -0.11 0.127
H -3.863 -2.629 0.799 0.01 -0.01 0.04 0.130
H -4.014 -0.197 1.378 0.01 -0.03 0.06 0.121
H -2.312 -0.003 0.981 0.00 -0.13 0.08 0.097
H -1.202 2.131 2.310 0.02 -0.01 0.25 0.140
H 2.034 0.806 2.113 -0.06 0.07 0.04 0.091
H 1.011 1.843 3.127 -0.03 0.00 -0.07 0.100
H 2.261 2.558 2.082 -0.09 -0.07 0.05 0.100
```
Positions in Å, forces in eV/Å.

Summary:
Frontier orbital gap: 9.72 eV
HOMO level: -9.12 eV
SMILES: CCOC(=O)c1cc(S(=O)(=O)NC2CCN(C(=O)OCC)CC2)cn1C
Energy above the lowest of the compared OMol25 structures with the same formula, charge and spin: 0.00 kJ/mol
Net charge: 0

2.
ORCA calculation (ωB97M-V/def2-TZVPD) on C16H25NO3 in the gas phase.

```
45
Properties=species:S:1:pos:R:3:forces:R:3:lowdin_charge:R:1
C -2.095 1.964 2.098 0.11 -0.27 0.01 -0.102
C -2.301 0.484 1.800 -0.21 0.25 -0.06 -0.260
C -3.616 0.238 1.060 0.12 -0.23 0.20 -0.208
C -3.888 -1.243 0.759 -0.14 0.13 -0.24 -0.201
C -3.487 -1.695 -0.646 0.02 -0.10 0.15 -0.194
C -1.982 -1.616 -0.917 -0.50 0.07 -0.15 -0.118
C -1.568 -0.258 -1.453 0.21 -0.21 0.12 -0.355
O -2.333 0.410 -2.123 -0.09 0.00 -0.08 0.071
C -0.228 0.230 -1.117 0.28 0.56 -0.13 -0.075
C 0.095 1.594 -1.153 -0.20 -0.21 0.00 -0.219
C -0.722 2.760 -1.562 -0.06 0.11 -0.02 -0.007
N 1.354 1.728 -0.723 0.09 0.08 0.01 0.153
C 1.896 0.499 -0.425 -0.31 -0.42 -0.07 -0.115
C 3.271 0.483 0.043 0.20 0.17 0.07 -0.431
O 3.928 1.499 0.149 -0.02 -0.13 0.00 0.097
O 3.731 -0.738 0.358 -0.37 0.02 -0.15 -0.012
C 5.082 -0.814 0.812 0.59 0.15 0.12 -0.214
C 6.061 -0.854 -0.353 -0.38 0.05 0.17 -0.060
C 0.928 -0.465 -0.663 0.38 0.31 0.11 -0.135
C 1.133 -1.932 -0.524 0.08 -0.10 0.04 -0.023
H -2.895 2.343 2.729 -0.08 0.10 0.05 0.072
H -1.148 2.124 2.609 0.08 0.11 0.05 0.070
H -2.088 2.537 1.174 0.01 0.14 -0.11 0.059
H -1.461 0.125 1.205 0.08 -0.11 0.06 0.085
H -2.309 -0.075 2.740 0.04 -0.09 -0.03 0.111
H -3.618 0.802 0.127 -0.07 0.11 -0.04 0.105
H -4.426 0.631 1.679 -0.02 0.07 -0.02 0.110
H -3.375 -1.863 1.499 -0.03 -0.06 0.08 0.109
H -4.958 -1.433 0.865 0.02 -0.07 0.06 0.105
H -4.002 -1.081 -1.387 -0.02 -0.10 -0.02 0.110
H -3.820 -2.727 -0.777 0.01 0.02 -0.06 0.108
H -1.424 -1.868 -0.019 0.12 -0.06 -0.01 0.100
H -1.721 -2.340 -1.696 0.12 -0.03 0.03 0.127
H -0.536 2.994 -2.611 -0.05 0.04 -0.06 0.094
H -1.779 2.526 -1.469 0.03 0.08 0.01 0.071
H -0.473 3.634 -0.963 0.01 0.08 0.03 0.084
H 1.878 2.585 -0.619 -0.07 -0.04 -0.01 0.170
H 5.130 -1.732 1.401 -0.03 0.13 -0.04 0.124
H 5.290 0.051 1.449 -0.05 -0.21 -0.03 0.121
H 7.072 -0.975 0.025 0.13 -0.02 0.02 0.077
H 5.826 -1.685 -1.015 0.03 -0.08 -0.05 0.078
H 6.004 0.074 -0.916 0.05 0.05 -0.04 0.075
H 0.625 -2.471 -1.320 -0.02 -0.08 0.00 0.080
H 2.195 -2.156 -0.561 -0.06 -0.11 -0.02 0.073
H 0.753 -2.290 0.433 -0.03 -0.10 0.03 0.090
```
Positions in Å, forces in eV/Å.

Summary:
Frontier orbital gap: 9.29 eV
HOMO level: -8.53 eV
SMILES: CCCCCCC(=O)c1c(C)[nH]c(C(=O)OCC)c1C
Energy above the lowest of the compared OMol25 structures with the same formula, charge and spin: 36.47 kJ/mol
Net charge: 0

3.
ORCA calculation (ωB97M-V/def2-TZVPD) on a molecular structure, C16H26AsBaI2N4O.

```
51
Properties=species:S:1:pos:R:3:forces:R:3:lowdin_charge:R:1
Ba 0.381 -0.217 0.212 -0.12 -0.04 0.22 1.739
N 2.283 0.462 2.383 0.01 0.06 -0.02 -0.085
C 2.720 -0.721 3.149 -0.01 -0.02 0.00 -0.257
C 1.535 -1.588 3.534 -0.02 -0.02 0.01 -0.231
N 0.896 -2.239 2.376 0.06 -0.02 0.00 -0.151
C 1.704 -3.339 1.804 -0.05 -0.01 0.08 -0.217
C 2.278 -3.021 0.434 0.03 0.00 0.00 -0.280
N 1.201 -2.835 -0.548 0.01 0.07 -0.08 -0.103
H 3.097 0.939 2.004 -0.01 -0.03 -0.04 0.086
H 1.869 1.127 3.031 -0.02 0.00 -0.02 0.078
H 3.262 -0.441 4.056 -0.01 -0.03 0.02 0.122
H 3.417 -1.294 2.537 0.00 0.03 -0.02 0.109
H 0.781 -0.965 4.024 0.00 0.00 0.01 0.118
H 1.862 -2.332 4.270 0.04 0.02 -0.01 0.124
H 0.027 -2.637 2.710 -0.03 0.04 -0.04 0.106
H 1.073 -4.228 1.717 0.01 -0.01 0.00 0.125
H 2.515 -3.605 2.489 0.02 -0.01 -0.03 0.124
H 2.974 -3.815 0.147 0.02 0.01 0.02 0.125
H 2.863 -2.096 0.472 0.00 -0.01 -0.03 0.098
H 0.711 -3.710 -0.701 -0.01 0.00 0.02 0.088
H 1.602 -2.564 -1.443 0.00 0.01 0.01 0.074
I 4.623 0.277 -3.254 -0.01 0.00 -0.01 0.917
C 2.651 0.686 -3.773 -0.04 -0.02 0.08 -0.654
C 2.355 1.118 -5.076 0.03 0.02 -0.08 -0.225
C 1.071 1.384 -5.460 0.01 0.00 0.01 -0.674
I 0.726 2.024 -7.418 0.00 -0.01 0.03 0.938
C 0.010 1.221 -4.532 -0.01 -0.01 0.02 -0.205
C -1.349 1.456 -4.832 -0.01 0.00 0.02 -0.032
C -2.309 1.264 -3.878 -0.01 0.01 -0.02 -0.041
C -1.911 0.834 -2.605 0.00 0.01 0.00 -0.155
N -0.660 0.604 -2.275 0.10 0.02 -0.04 -0.034
C 0.315 0.788 -3.216 -0.05 0.01 -0.07 -0.161
C 1.673 0.512 -2.808 0.06 0.00 -0.07 -0.494
O 1.919 0.115 -1.594 -0.06 -0.04 0.08 -0.492
H 3.165 1.238 -5.781 0.00 0.00 0.00 0.079
H -1.618 1.787 -5.826 -0.01 0.00 0.00 0.061
H -3.355 1.435 -4.087 0.00 0.01 -0.02 0.110
H -2.659 0.675 -1.834 0.01 -0.01 0.01 0.094
C -3.574 2.599 0.852 0.00 0.01 0.00 -0.331
As -2.584 1.248 1.846 0.07 -0.05 -0.03 0.950
C -4.075 0.116 2.399 0.00 0.01 0.00 -0.334
C -2.317 2.229 3.513 0.00 0.00 0.00 -0.335
H -4.392 2.985 1.460 0.00 0.00 0.00 0.034
H -3.980 2.164 -0.060 0.00 0.00 0.00 0.014
H -2.910 3.418 0.580 0.00 0.00 0.00 0.027
H -4.860 0.725 2.845 0.00 0.00 0.00 0.034
H -3.734 -0.618 3.128 0.00 0.00 0.00 0.020
H -4.479 -0.412 1.536 0.00 0.00 0.00 0.022
H -3.265 2.636 3.863 0.00 0.00 0.00 0.033
H -1.616 3.047 3.353 0.00 0.00 0.00 0.022
H -1.913 1.565 4.275 0.00 0.00 0.00 0.018
```
Positions in Å, forces in eV/Å.

Summary:
Frontier orbital gap: 6.96 eV
HOMO level: -9.57 eV
Energy above the lowest of the compared OMol25 structures with the same formula, charge and spin: 3.90 kJ/mol
Net charge: +1

4.
ORCA calculation (ωB97M-V/def2-TZVPD) on a molecular structure, C16H26DyNS in a non-equilibrium geometry.

```
45
Properties=species:S:1:pos:R:3:forces:R:3:lowdin_charge:R:1
C 1.499 2.007 -0.753 4.09 0.66 1.20 -0.164
H 2.328 2.632 -0.438 0.16 0.10 -0.22 0.116
H 1.810 1.457 -1.655 -0.12 -0.26 0.43 0.093
H 1.575 1.050 0.393 3.41 3.69 -2.50 0.146
C 0.265 2.913 -0.976 -0.73 0.49 0.27 -0.342
H -0.603 2.360 -1.429 0.38 0.39 -0.18 0.095
H -0.085 3.306 -0.002 0.09 0.06 -0.13 0.129
C 0.566 4.097 -1.917 0.33 -0.29 0.01 -0.023
H -0.311 4.747 -1.989 0.11 -0.18 0.09 0.108
H 1.409 4.682 -1.539 -0.16 -0.06 -0.05 0.105
H 0.808 3.732 -2.920 -0.01 0.07 0.17 0.104
C -0.974 -1.796 -0.154 0.52 0.73 -0.51 -0.296
C -1.645 -1.052 -1.172 1.02 -0.09 0.04 -0.303
C -0.670 -0.661 -2.148 0.06 -0.08 0.92 -0.312
C 0.608 -1.144 -1.710 -0.51 0.22 0.57 -0.315
C 0.422 -1.814 -0.457 -0.79 0.26 -0.42 -0.306
C 1.454 -2.553 0.316 0.41 -0.29 0.24 -0.018
C 1.867 -1.109 -2.500 0.46 -0.02 -0.26 -0.021
C -0.931 0.048 -3.430 -0.09 0.28 -0.54 -0.024
C -3.102 -0.753 -1.185 -0.44 0.15 -0.07 -0.015
C -1.633 -2.511 0.968 -0.25 -0.21 0.45 -0.023
Dy -0.087 0.726 -0.039 -7.63 -5.56 -1.34 1.538
H 2.735 -1.345 -1.873 -0.13 0.08 -0.22 0.087
H 1.840 -1.851 -3.315 0.00 0.26 0.25 0.117
H 2.039 -0.130 -2.966 0.03 -0.22 -0.08 0.074
H 2.464 -2.267 0.004 -0.16 -0.14 0.13 0.083
H 1.365 -2.361 1.394 0.05 -0.15 -0.20 0.068
H 1.351 -3.640 0.165 0.08 0.35 0.07 0.117
H -2.369 -1.878 1.479 -0.02 -0.28 -0.18 0.052
H -2.160 -3.409 0.604 0.17 0.31 0.14 0.117
H -0.906 -2.836 1.719 -0.10 -0.02 -0.13 0.085
H -3.340 0.050 -1.893 -0.06 -0.22 0.12 0.083
H -3.690 -1.639 -1.472 0.13 0.28 0.10 0.116
H -3.454 -0.438 -0.190 -0.05 -0.14 -0.21 0.082
H -0.139 0.774 -3.668 -0.17 -0.19 -0.05 0.081
H -0.980 -0.659 -4.275 0.00 0.24 0.26 0.114
H -1.885 0.592 -3.402 0.20 -0.13 -0.11 0.083
S -1.948 -0.127 3.674 1.27 0.19 -0.45 1.154
C -0.359 -0.682 4.143 -0.34 0.44 -0.56 -0.276
C 0.588 -0.303 3.234 -1.13 0.69 -0.78 -0.159
N 0.063 0.436 2.165 -1.43 -0.37 1.57 -0.192
C -1.303 0.593 2.253 1.95 -0.52 2.03 -0.495
H -0.175 -1.243 5.052 -0.27 0.05 -0.09 0.104
H 1.661 -0.490 3.273 -0.39 0.00 -0.01 0.140
H -1.875 1.308 1.635 0.05 -0.53 0.24 0.096
```
Positions in Å, forces in eV/Å.

Summary:
Frontier orbital gap (spin up / spin down): 6.08 / 6.26 eV
HOMO level (spin up / spin down): -14.46 / -14.47 eV
Net charge: +2
Spin multiplicity: 6

5.
ORCA calculation (ωB97M-V/def2-TZVPD) on a molecular structure, C16H26F4N2OPdS.

```
51
Properties=species:S:1:pos:R:3:forces:R:3:lowdin_charge:R:1
Pd 0.104 0.149 -0.157 0.13 0.14 -0.37 0.903
C 3.176 -0.536 -0.332 0.10 0.04 0.04 -0.091
N 2.318 0.283 0.532 -0.06 -0.38 0.05 -0.322
C 2.956 1.574 0.760 -0.08 0.09 -0.01 -0.093
C 2.061 -0.424 1.805 0.07 0.07 0.04 -0.202
C 1.004 0.270 2.651 0.00 -0.03 -0.06 -0.230
N -0.230 0.381 1.891 -0.25 0.17 0.32 -0.089
C -1.416 0.578 2.507 0.25 0.00 0.04 -0.206
C -2.625 0.485 1.785 -0.14 -0.03 0.04 -0.184
F -2.574 0.230 0.453 0.06 0.00 -0.02 0.017
C -3.868 0.643 2.352 0.03 0.01 -0.02 -0.232
F -4.944 0.518 1.558 -0.02 0.00 0.01 0.088
C -4.034 0.927 3.694 0.01 -0.01 -0.02 0.050
C -2.871 1.057 4.424 0.06 0.01 0.00 -0.228
F -2.941 1.365 5.730 -0.02 0.00 0.00 0.087
C -1.616 0.908 3.868 -0.05 0.02 0.01 -0.144
F -0.555 1.137 4.679 0.02 -0.01 0.01 0.064
H 4.156 -0.692 0.140 -0.01 -0.01 0.00 0.094
H 3.327 -0.021 -1.282 -0.01 0.00 0.00 0.090
H 2.688 -1.486 -0.525 -0.01 0.00 0.01 0.067
H 3.906 1.445 1.295 -0.01 0.01 0.01 0.099
H 2.312 2.227 1.348 -0.02 0.00 -0.01 0.077
H 3.165 2.050 -0.196 0.01 -0.01 -0.01 0.080
H 2.993 -0.517 2.381 0.01 0.03 -0.03 0.128
H 1.717 -1.425 1.539 -0.02 0.01 0.02 0.115
H 1.374 1.248 2.985 0.01 -0.01 0.03 0.105
H 0.880 -0.327 3.557 -0.04 -0.05 -0.02 0.122
H -5.008 1.046 4.140 0.00 0.00 0.00 0.130
C 0.745 3.538 -1.289 0.02 0.03 -0.03 -0.383
S -0.631 2.460 -0.869 -0.17 0.00 0.09 0.775
C -1.227 3.291 0.612 0.03 0.03 -0.01 -0.362
H 1.517 3.517 -0.527 0.00 0.02 0.03 0.015
H 0.371 4.554 -1.408 0.01 0.00 -0.03 0.042
H 1.156 3.199 -2.238 0.01 -0.03 0.01 0.043
H -1.357 4.352 0.405 0.01 0.00 -0.01 0.046
H -0.540 3.135 1.442 0.00 0.02 0.01 0.042
H -2.191 2.857 0.863 0.00 -0.01 0.01 0.032
C -0.016 -3.850 -1.580 -0.01 -0.03 -0.01 -0.047
C -0.289 -2.352 -1.706 0.06 -0.04 0.21 -0.747
C 0.105 -1.862 -3.099 0.00 0.03 -0.08 -0.051
C -1.769 -2.077 -1.457 -0.10 0.04 -0.05 -0.061
O 0.522 -1.707 -0.743 0.07 -0.09 -0.28 -0.346
H -0.595 -4.425 -2.305 0.00 0.00 -0.01 0.082
H -0.274 -4.190 -0.577 -0.01 0.01 0.00 0.083
H 1.044 -4.049 -1.746 0.01 0.01 0.01 0.080
H -0.528 -2.297 -3.875 0.01 -0.03 0.00 0.083
H 1.144 -2.121 -3.312 0.00 0.01 0.02 0.080
H 0.008 -0.774 -3.152 -0.03 -0.01 0.02 0.067
H -2.393 -2.664 -2.134 0.01 -0.01 0.01 0.087
H -2.018 -1.024 -1.627 0.06 -0.01 0.01 0.061
H -2.036 -2.328 -0.430 0.01 -0.01 0.01 0.084
```
Positions in Å, forces in eV/Å.

Summary:
Frontier orbital gap (spin up / spin down): 7.60 / 6.48 eV
HOMO level (spin up / spin down): -7.25 / -7.16 eV
Energy above the lowest of the compared OMol25 structures with the same formula, charge and spin: 0.00 kJ/mol
Net charge: 0
Spin multiplicity: 3

| no. | E_tot (Eh) |
| --- | --- |
| 1 | -1638.61896 |
| 2 | -905.18863 |
| 3 | -3776.10803 |
| 4 | -1962.56895 |
| 5 | -1735.45222 |